{
  "formula": "CH3NO4",
  "method": "ωB97M-V/def2-TZVPD",
  "orbital_gap_ev": 10.535,
  "homo_energy_ev": -10.35,
  "smiles": "O=CO.O=NO",
  "de_lowest_kj_mol": 109.7,
  "symbols": ["O", "C", "O", "H", "H", "O", "N", "O", "H"],
  "xyz": [[0.539, 0.375, 0.906], [-0.556, 0.113, 0.490], [-1.068, -1.085, 0.293], [-1.212, 0.902, 0.441], [-0.416, -1.822, 0.527], [0.452, -0.745, -2.505], [0.797, -0.241, -1.515], [1.619, 0.844, -1.828], [1.862, 1.359, -0.962]],
  "lowdin_charge": [0.028, -0.452, 0.080, 0.117, 0.169, 0.074, -0.138, -0.023, 0.146]
}



{
  "formula": "CH3NO4",
  "method": "ωB97M-V/def2-TZVPD",
  "orbital_gap_ev": 9.719,
  "homo_energy_ev": -9.31,
  "smiles": "O=C=O.ONO",
  "de_lowest_kj_mol": 56.4,
  "symbols": ["O", "C", "O", "O", "N", "O", "H", "H", "H"],
  "xyz": [[3.510, 0.242, -0.493], [3.149, -0.382, 0.398], [2.598, -1.061, 1.119], [-0.669, 1.430, -0.533], [0.258, 0.670, 0.147], [0.110, -0.656, -0.384], [-1.509, 1.191, -0.248], [1.122, 1.173, -0.136], [0.295, -1.258, 0.329]],
  "lowdin_charge": [0.221, -0.460, 0.224, -0.029, -0.140, -0.051, 0.056, 0.115, 0.064]
}



{
  "formula": "CH3NO4S2",
  "method": "ωB97M-V/def2-TZVPD",
  "orbital_gap_ev": 10.968,
  "homo_energy_ev": -10.84,
  "de_lowest_kj_mol": 0.0,
  "symbols": ["C", "N", "O", "O", "O", "O", "S", "S", "H", "H", "H"],
  "xyz": [[0.279, -0.420, -0.324], [0.961, 2.391, -0.730], [-0.449, 3.062, 1.470], [1.791, 3.983, 1.325], [2.656, 0.515, -0.769], [1.539, 1.377, 1.296], [0.839, 2.959, 0.983], [1.436, 0.952, -0.225], [-0.275, -0.352, -1.263], [0.936, -1.348, -0.266], [-0.414, -0.267, 0.371]],
  "lowdin_charge": [-0.092, -0.268, -0.231, -0.247, -0.258, -0.361, 0.640, 0.608, 0.086, 0.113, 0.011]
}



{
  "formula": "CH3NOP2S",
  "method": "ωB97M-V/def2-TZVPD",
  "orbital_gap_ev": 7.803,
  "homo_energy_ev": -8.69,
  "de_lowest_kj_mol": 158.5,
  "symbols": ["C", "N", "O", "P", "P", "S", "H", "H", "H"],
  "xyz": [[0.428, 0.192, 1.456], [1.367, -0.203, 0.538], [-0.832, -1.362, 0.005], [-1.180, -0.364, 1.317], [0.773, -1.285, -0.475], [1.119, -2.218, -2.114], [0.895, 0.591, 2.328], [-0.942, 2.091, -1.451], [-1.628, 2.558, -1.603]],
  "lowdin_charge": [-0.567, -0.253, -0.680, 0.883, 0.299, 0.259, 0.038, 0.001, 0.019]
}



{
  "formula": "CH3NOP2S",
  "method": "ωB97M-V/def2-TZVPD",
  "orbital_gap_ev": 7.561,
  "homo_energy_ev": -8.28,
  "smiles": "C=NP=O.P=S",
  "de_lowest_kj_mol": 190.3,
  "symbols": ["C", "N", "P", "O", "H", "H", "P", "S", "H"],
  "xyz": [[1.604, 0.780, 0.047], [0.472, 1.088, -0.341], [-0.539, 2.393, -0.500], [-1.887, 2.119, -0.011], [2.202, -0.107, -0.353], [1.971, 1.287, 0.972], [-3.259, -0.295, 0.557], [-2.654, -1.147, -1.033], [-2.484, -0.889, 1.597]],
  "lowdin_charge": [-0.119, -0.252, 0.751, -0.590, 0.100, 0.083, 0.253, -0.024, -0.201]
}



{
  "formula": "CH3NOP2S",
  "method": "ωB97M-V/def2-TZVPD",
  "orbital_gap_ev": [7.136, 6.687],
  "spin_multiplicity": 3,
  "homo_energy_ev": [-6.69, -9.44],
  "s_squared": 2.010,
  "de_lowest_kj_mol": 164.7,
  "symbols": ["C", "N", "O", "P", "P", "S", "H", "H", "H"],
  "xyz": [[0.947, -0.314, 0.963], [-0.167, 0.205, 1.237], [-0.416, -1.531, -0.744], [1.111, -1.358, -0.556], [-2.229, 1.280, -0.684], [-1.544, -0.293, 0.344], [1.895, 0.114, 1.523], [1.470, -0.100, -1.170], [-1.068, 1.998, -0.913]],
  "mulliken_spin": [0.042, 0.029, 0.293, 0.090, 0.985, 0.560, -0.001, 0.007, -0.005]
}



{
  "formula": "CH3NOS",
  "method": "ωB97M-V/def2-TZVPD",
  "orbital_gap_ev": 8.433,
  "homo_energy_ev": -9.16,
  "de_lowest_kj_mol": 513.4,
  "symbols": ["C", "H", "H", "H", "N", "O", "S"],
  "xyz": [[-0.605, 0.570, -0.100], [0.050, -1.774, 0.266], [1.644, 0.811, 0.652], [-0.900, 1.695, -0.125], [0.724, 0.301, -0.351], [0.875, -1.123, -0.183], [-1.787, -0.480, -0.159]],
  "lowdin_charge": [-0.813, 0.139, 0.300, 0.087, -0.139, -0.291, 0.717]
}



{
  "formula": "CH3NOS",
  "method": "ωB97M-V/def2-TZVPD",
  "orbital_gap_ev": [8.270, 7.618],
  "homo_energy_ev": [-9.07, -8.90],
  "de_lowest_kj_mol": 547.3,
  "symbols": ["C", "N", "O", "S", "H", "H", "H"],
  "xyz": [[0.238, 0.090, 1.232], [-0.209, -0.130, -1.418], [0.477, -1.101, -1.659], [-1.227, 0.741, -2.158], [-0.177, -0.833, 1.383], [-0.417, 1.049, 1.414], [1.316, 0.184, 1.206]],
  "lowdin_charge": [0.064, -0.715, -0.056, 0.719, -0.052, 0.047, -0.008]
}



{
  "formula": "CH3NOS",
  "method": "ωB97M-V/def2-TZVPD",
  "orbital_gap_ev": 8.540,
  "homo_energy_ev": -9.03,
  "de_lowest_kj_mol": 506.6,
  "symbols": ["C", "N", "O", "S", "H", "H", "H"],
  "xyz": [[1.677, 1.202, -0.309], [2.225, 0.064, -0.459], [1.173, 1.021, -2.983], [2.297, 1.164, -2.073], [-1.029, 1.606, 0.187], [-1.748, 1.277, 0.165], [2.306, -0.760, 0.088]],
  "lowdin_charge": [-0.297, -0.163, -0.538, 0.909, -0.013, 0.021, 0.081]
}



{
  "formula": "CH3NOS",
  "method": "ωB97M-V/def2-TZVPD",
  "orbital_gap_ev": [6.852, 7.358],
  "spin_multiplicity": 3,
  "homo_energy_ev": [-7.49, -10.15],
  "s_squared": 2.013,
  "de_lowest_kj_mol": 487.6,
  "symbols": ["C", "N", "O", "S", "H", "H", "H"],
  "xyz": [[-0.712, -0.480, 1.319], [-0.433, 0.712, -0.897], [1.983, -0.012, -0.434], [0.582, -0.075, 0.256], [-0.276, -1.194, 2.158], [0.141, 0.755, -1.720], [-1.285, 0.293, -0.683]],
  "mulliken_spin": [0.896, 0.110, 0.405, 0.583, 0.008, -0.003, 0.001]
}



{
  "formula": "CH3NOS2",
  "method": "ωB97M-V/def2-TZVPD",
  "orbital_gap_ev": [8.152, 8.187],
  "homo_energy_ev": [-8.61, -8.79],
  "de_lowest_kj_mol": 420.5,
  "symbols": ["C", "N", "O", "S", "S", "H", "H", "H"],
  "xyz": [[0.962, 0.630, 0.073], [-0.138, -1.389, 0.024], [-1.273, -0.903, 0.457], [-0.303, 1.519, 0.743], [-1.928, 0.548, -0.186], [1.669, 0.133, 0.881], [1.038, 0.606, -1.049], [-0.026, -1.145, -0.942]],
  "lowdin_charge": [-0.519, -0.032, -0.684, 0.510, 0.596, 0.083, 0.038, 0.009]
}



{
  "formula": "CH3NOS3",
  "method": "ωB97M-V/def2-TZVPD",
  "orbital_gap_ev": [7.272, 7.274],
  "homo_energy_ev": [-8.37, -8.37],
  "smiles": "O/[N+]([S-])=C\\SS",
  "de_lowest_kj_mol": 245.5,
  "symbols": ["O", "N", "S", "C", "S", "S", "H", "H", "H"],
  "xyz": [[-0.034, 1.482, -0.022], [0.747, 0.649, 0.640], [2.023, 1.353, 1.453], [0.341, -0.558, 0.867], [-1.216, -1.329, 0.086], [-1.983, -0.941, -1.837], [0.308, 2.389, 0.066], [1.188, -1.162, 1.225], [-1.371, -1.883, -2.478]],
  "lowdin_charge": [-0.057, -0.769, 0.559, -0.432, 0.420, 0.341, 0.095, 0.083, -0.240]
}



{
  "formula": "CH3NOSi",
  "method": "ωB97M-V/def2-TZVPD",
  "orbital_gap_ev": 8.983,
  "homo_energy_ev": -9.46,
  "de_lowest_kj_mol": 266.0,
  "symbols": ["C", "N", "O", "Si", "H", "H", "H"],
  "xyz": [[-1.442, -0.285, -0.195], [-2.583, -0.206, -0.429], [1.127, 1.124, -0.143], [0.369, -0.157, 0.475], [0.679, 1.741, -0.791], [1.082, -1.964, -0.911], [0.768, -0.253, 1.995]],
  "lowdin_charge": [-0.354, 0.057, -0.293, 0.495, 0.100, 0.006, -0.011]
}



{
  "formula": "CH3NS2",
  "method": "ωB97M-V/def2-TZVPD",
  "orbital_gap_ev": 8.676,
  "homo_energy_ev": -9.08,
  "smiles": "NSC=S",
  "de_lowest_kj_mol": 100.1,
  "symbols": ["N", "S", "C", "S", "H", "H", "H"],
  "xyz": [[0.736, 0.255, -1.380], [0.086, 1.156, -0.082], [-0.753, 0.098, 1.103], [-0.989, -1.448, 0.738], [0.184, -0.644, -1.469], [1.598, -0.087, -0.981], [-0.863, 0.670, 2.072]],
  "lowdin_charge": [-0.357, 0.737, -1.027, 0.598, 0.008, 0.008, 0.033]
}



{
  "formula": "CH3NSSi",
  "method": "ωB97M-V/def2-TZVPD",
  "orbital_gap_ev": 10.467,
  "homo_energy_ev": -10.09,
  "smiles": "N#CS[SiH3]",
  "de_lowest_kj_mol": 93.7,
  "symbols": ["N", "C", "S", "Si", "H", "H", "H"],
  "xyz": [[-2.435, 1.173, -0.097], [-1.780, 0.223, -0.052], [-0.995, -1.203, 0.185], [1.011, -0.248, 0.036], [1.793, -0.995, 0.971], [0.879, 1.288, 0.432], [1.528, -0.238, -1.475]],
  "lowdin_charge": [0.089, -0.874, 0.599, 0.422, -0.130, -0.044, -0.062]
}



{
  "formula": "CH3NSi",
  "method": "ωB97M-V/def2-TZVPD",
  "orbital_gap_ev": 12.283,
  "homo_energy_ev": -11.82,
  "smiles": "N#C[SiH3]",
  "de_lowest_kj_mol": 67.0,
  "symbols": ["N", "C", "Si", "H", "H", "H"],
  "xyz": [[-2.437, -0.074, 0.035], [-1.313, -0.031, 0.092], [0.698, -0.062, 0.015], [1.209, -1.486, 0.436], [1.128, 0.413, -1.223], [0.715, 1.239, 0.645]],
  "lowdin_charge": [0.024, -0.413, 0.659, -0.044, -0.128, -0.098]
}



{
  "formula": "CH3NSi",
  "method": "ωB97M-V/def2-TZVPD",
  "orbital_gap_ev": 12.380,
  "homo_energy_ev": -11.66,
  "smiles": "N#C[SiH3]",
  "de_lowest_kj_mol": 64.4,
  "symbols": ["N", "C", "Si", "H", "H", "H"],
  "xyz": [[2.437, 0.036, 0.066], [1.220, -0.106, -0.141], [-0.617, -0.027, -0.004], [-1.374, -0.978, -0.895], [-0.939, -0.228, 1.292], [-0.728, 1.303, -0.317]],
  "lowdin_charge": [0.047, -0.380, 0.612, -0.060, -0.116, -0.104]
}



{
  "formula": "CH3O3",
  "method": "ωB97M-V/def2-TZVPD",
  "orbital_gap_ev": 8.013,
  "homo_energy_ev": -3.93,
  "de_lowest_kj_mol": 45.8,
  "total_charge": -1,
  "symbols": ["O", "H", "H", "O", "O", "C", "H"],
  "xyz": [[-3.280, 1.693, 0.844], [-2.357, 1.394, 0.682], [-3.710, 0.934, 1.300], [1.149, -1.488, 1.232], [0.000, 0.000, 0.000], [0.514, -1.113, 0.242], [0.258, -1.905, -0.503]],
  "lowdin_charge": [-0.107, 0.035, 0.038, -0.139, -0.162, -0.738, 0.073]
}



{
  "formula": "CH3O3",
  "method": "ωB97M-V/def2-TZVPD",
  "orbital_gap_ev": [7.597, 7.603],
  "homo_energy_ev": [-18.06, -18.06],
  "de_lowest_kj_mol": 499.7,
  "total_charge": 1,
  "symbols": ["C", "O", "O", "O", "H", "H", "H"],
  "xyz": [[-0.826, 0.017, -0.055], [2.580, -0.006, -0.035], [0.387, 0.574, -0.044], [1.428, -0.408, -0.020], [-1.176, 0.357, 0.988], [-0.873, -1.073, -0.186], [-1.520, 0.539, -0.647]],
  "lowdin_charge": [-0.017, 0.316, 0.099, 0.160, 0.175, 0.148, 0.119]
}



{
  "formula": "CH3O3",
  "method": "ωB97M-V/def2-TZVPD",
  "orbital_gap_ev": 12.258,
  "homo_energy_ev": -17.27,
  "de_lowest_kj_mol": 0.0,
  "total_charge": 1,
  "symbols": ["C", "O", "O", "O", "H", "H", "H"],
  "xyz": [[-1.161, 2.212, -0.065], [-0.331, -0.227, -0.221], [-1.423, 3.195, 0.364], [0.779, 0.029, 0.527], [-0.748, 0.964, -0.360], [-0.099, -0.935, -0.996], [0.935, -0.797, 1.013]],
  "lowdin_charge": [0.228, -0.072, 0.312, 0.014, 0.104, 0.266, 0.148]
}